# 1
{
  "formula": "C3H6BrN2O2",
  "method": "ωB97M-V/def2-TZVPD",
  "lumo_ev": -4.3,
  "total_charge": 1,
  "max_force_ha_per_bohr": 0.076,
  "homo_energy_ev": -14.659,
  "species": ["C", "C", "C", "N", "N", "O", "O", "Br", "H", "H", "H", "H", "H", "H"],
  "positions_angstrom": [[-0.38, -1.52, -0.14], [0.43, 0.30, 1.50], [-0.13, 1.39, 0.70], [-0.72, 1.15, -0.39], [0.35, -1.06, -1.35], [-1.16, -2.37, -0.34], [-0.07, -1.02, 1.02], [-1.13, 2.52, -1.62], [1.51, 0.34, 1.69], [-0.04, 0.45, 2.56], [0.02, 2.28, 1.29], [0.01, 0.04, -1.39], [0.02, -1.50, -2.22], [1.32, -1.01, -1.33]]
}

# 2
{
  "formula": "C5H6NOP",
  "method": "ωB97M-V/def2-TZVPD",
  "lumo_ev": -0.1,
  "max_force_ha_per_bohr": 0.064,
  "homo_energy_ev": -9.761,
  "species": ["C", "C", "C", "C", "C", "N", "O", "P", "H", "H", "H", "H", "H", "H"],
  "positions_angstrom": [[-0.56, -1.02, -2.10], [1.40, 0.38, -0.60], [1.12, 0.16, 0.85], [-0.37, -0.19, 1.04], [-1.26, 0.59, 0.06], [-0.75, -2.07, -2.52], [2.50, 0.38, -1.09], [-0.22, 0.81, -1.48], [1.77, -0.62, 1.19], [1.13, 1.25, 1.38], [-0.55, -1.20, 0.74], [-0.69, -0.13, 2.15], [-2.22, -0.01, -0.09], [-1.29, 1.66, 0.46]]
}

# 3
{
  "formula": "C4H8O3Y",
  "method": "ωB97M-V/def2-TZVPD",
  "lumo_ev": [-15.7, -15.0],
  "total_charge": 3,
  "max_force_ha_per_bohr": 0.150,
  "homo_energy_ev": [-21.957, -21.998],
  "species": ["C", "C", "O", "H", "H", "H", "H", "H", "Y", "O", "O", "C", "C", "H", "H", "H"],
  "positions_angstrom": [[-1.55, 2.38, 0.11], [-1.43, 0.94, -0.32], [0.00, 0.67, -0.38], [-2.62, 2.63, 0.15], [-1.12, 2.53, 1.11], [-1.04, 3.07, -0.57], [-1.83, 0.75, -1.32], [-1.86, 0.25, 0.42], [1.99, 0.72, -1.78], [0.28, -0.67, -0.59], [2.18, -1.00, -0.27], [1.94, -2.10, 0.34], [0.62, -2.50, 0.11], [0.41, -3.51, -0.25], [2.19, -2.79, 1.17], [1.84, -1.36, 2.09]]
}

# 4
{
  "formula": "C27H31Cl2KN5S5",
  "method": "ωB97M-V/def2-TZVPD",
  "lumo_ev": 1.9,
  "total_charge": -1,
  "max_force_ha_per_bohr": 0.026,
  "homo_energy_ev": -3.680,
  "species": ["K", "C", "S", "C", "S", "N", "N", "C", "C", "C", "C", "C", "C", "N", "H", "H", "H", "H", "H", "H", "H", "H", "C", "C", "S", "C", "C", "S", "C", "C", "S", "H", "H", "H", "H", "H", "H", "H", "H", "H", "H", "H", "H", "C", "C", "C", "C", "C", "C", "N", "N", "C", "C", "C", "C", "C", "C", "H", "H", "H", "H", "H", "H", "H", "H", "H", "Cl", "C", "Cl", "H", "H"],
  "positions_angstrom": [[0.30, 0.32, -0.37], [3.58, -0.18, -5.42], [2.39, 1.16, -5.62], [1.42, 0.90, -4.12], [0.73, -0.66, -3.82], [1.28, 1.99, -3.46], [0.66, 1.99, -2.23], [-0.48, 2.54, -2.15], [-0.97, 3.07, -0.85], [-2.00, 3.92, -0.83], [-2.13, 4.91, 0.23], [-1.18, 4.99, 1.17], [-0.18, 3.95, 1.32], [-0.11, 2.86, 0.27], [4.20, -0.21, -6.31], [3.05, -1.13, -5.31], [4.21, -0.01, -4.54], [-1.05, 2.81, -3.04], [-2.61, 4.02, -1.72], [-2.90, 5.66, 0.16], [-1.13, 5.84, 1.84], [0.78, 4.20, 1.76], [-2.71, -1.65, -2.67], [-3.83, -1.23, -1.71], [-3.31, 0.02, -0.51], [-3.90, -0.69, 1.04], [-3.30, -2.03, 1.46], [-1.49, -2.06, 1.48], [-1.15, -3.55, 0.52], [-1.73, -3.61, -0.90], [-1.18, -2.23, -1.93], [-2.38, -0.80, -3.27], [-3.10, -2.41, -3.36], [-4.20, -2.10, -1.16], [-4.66, -0.84, -2.29], [-4.99, -0.77, 1.02], [-3.64, 0.07, 1.78], [-3.65, -2.83, 0.81], [-3.66, -2.26, 2.47], [-1.48, -4.43, 1.08], [-0.06, -3.58, 0.47], [-2.82, -3.66, -0.87], [-1.39, -4.54, -1.36], [5.29, -1.74, 1.75], [4.85, -1.26, 0.53], [3.75, -0.41, 0.45], [3.06, -0.01, 1.60], [3.52, -0.49, 2.84], [4.61, -1.34, 2.90], [1.93, 0.81, 1.41], [1.35, 1.11, 2.53], [0.20, 1.77, 2.60], [-0.34, 1.84, 3.94], [-1.65, 2.10, 4.19], [-2.56, 2.18, 3.07], [-2.10, 2.29, 1.81], [-0.65, 2.51, 1.59], [6.14, -2.40, 1.81], [5.35, -1.55, -0.39], [3.42, -0.03, -0.51], [2.99, -0.19, 3.74], [4.94, -1.70, 3.87], [0.35, 1.59, 4.74], [-2.03, 2.11, 5.21], [-3.62, 2.09, 3.25], [-2.78, 2.28, 0.97], [2.26, -2.84, -1.74], [2.88, -3.87, -0.46], [4.29, -4.84, -0.97], [2.10, -4.56, -0.16], [3.20, -3.23, 0.36]]
}

# 5
{
  "formula": "C14H42B3CaF12KO7",
  "method": "ωB97M-V/def2-TZVPD",
  "lumo_ev": -0.8,
  "max_force_ha_per_bohr": 0.061,
  "homo_energy_ev": -10.044,
  "species": ["K", "Ca", "B", "F", "F", "F", "F", "B", "F", "F", "F", "F", "B", "F", "F", "F", "F", "C", "C", "O", "H", "H", "H", "H", "H", "H", "C", "C", "O", "H", "H", "H", "H", "H", "H", "C", "C", "O", "H", "H", "H", "H", "H", "H", "C", "C", "O", "H", "H", "H", "H", "H", "H", "C", "C", "O", "H", "H", "H", "H", "H", "H", "C", "C", "O", "H", "H", "H", "H", "H", "H", "C", "C", "O", "H", "H", "H", "H", "H", "H"],
  "positions_angstrom": [[4.59, -21.19, -7.00], [5.51, -25.58, -3.21], [5.59, -27.85, -4.75], [6.54, -28.03, -3.73], [5.59, -28.86, -5.69], [4.35, -27.63, -4.18], [5.92, -26.59, -5.34], [4.76, -26.27, -0.84], [4.69, -24.90, -1.08], [6.07, -26.66, -1.13], [4.43, -26.58, 0.47], [3.91, -26.89, -1.75], [6.06, -22.92, -4.38], [5.74, -24.03, -5.18], [7.36, -22.51, -4.67], [5.13, -21.87, -4.53], [5.93, -23.38, -3.06], [5.53, -25.21, -8.71], [6.38, -26.41, -8.36], [7.14, -26.74, -9.52], [4.93, -25.41, -9.59], [6.18, -24.34, -8.87], [4.91, -24.92, -7.86], [5.77, -27.27, -8.05], [7.02, -26.20, -7.50], [7.73, -27.47, -9.34], [3.22, -18.57, -4.55], [1.95, -19.28, -4.97], [2.13, -19.74, -6.34], [3.10, -18.05, -3.60], [3.52, -17.84, -5.31], [4.07, -19.25, -4.45], [1.07, -18.66, -4.83], [1.86, -20.19, -4.37], [1.36, -19.47, -6.85], [7.74, -19.34, -4.18], [7.81, -18.91, -5.63], [6.48, -18.60, -6.10], [8.71, -19.70, -3.84], [6.97, -20.11, -4.02], [7.42, -18.51, -3.55], [8.22, -19.67, -6.28], [8.42, -18.01, -5.62], [6.44, -17.67, -6.34], [8.28, -22.50, -9.51], [8.43, -22.76, -8.01], [7.50, -21.89, -7.36], [8.61, -21.48, -9.72], [7.25, -22.59, -9.83], [8.92, -23.19, -10.07], [9.45, -22.61, -7.66], [8.18, -23.80, -7.80], [7.49, -22.09, -6.41], [1.88, -22.93, -3.43], [2.27, -24.33, -2.93], [3.15, -24.95, -3.88], [1.24, -23.02, -4.31], [2.75, -22.34, -3.74], [1.37, -22.38, -2.64], [1.36, -24.92, -2.81], [2.80, -24.25, -1.99], [2.63, -25.17, -4.66], [3.28, -20.27, -1.33], [3.26, -21.22, -0.14], [2.29, -20.78, 0.80], [4.01, -20.54, -2.11], [3.58, -19.29, -0.94], [2.30, -20.21, -1.81], [4.20, -21.25, 0.41], [3.05, -22.24, -0.48], [1.41, -21.03, 0.54], [9.48, -26.66, -4.51], [8.62, -25.40, -4.40], [7.85, -25.40, -3.18], [8.87, -27.56, -4.43], [10.23, -26.65, -3.72], [9.94, -26.68, -5.49], [7.93, -25.29, -5.23], [9.32, -24.55, -4.40], [8.47, -25.37, -2.45]]
}

# 6
{
  "formula": "C4H10O4",
  "method": "ωB97M-V/def2-TZVPD",
  "lumo_ev": 0.7,
  "max_force_ha_per_bohr": 0.114,
  "homo_energy_ev": -9.895,
  "species": ["C", "C", "C", "C", "O", "O", "O", "O", "H", "H", "H", "H", "H", "H", "H", "H", "H", "H"],
  "positions_angstrom": [[-0.21, -1.74, 0.09], [-1.57, 1.60, 0.47], [-0.08, -0.16, -0.22], [1.38, 0.32, -0.10], [1.47, 1.37, -1.00], [1.60, 0.65, 1.22], [2.36, -0.56, -0.53], [-1.01, 0.33, 0.77], [-0.17, -1.79, 1.09], [-1.12, -2.18, -0.18], [0.64, -2.20, -0.51], [-2.64, 1.37, 0.03], [-0.90, 2.10, -0.16], [-1.69, 2.24, 1.39], [-0.46, 0.01, -1.21], [2.34, 1.79, -0.94], [0.92, 1.30, 1.57], [2.79, -1.11, 0.10]]
}